No. 1
Density functional theory data (ωB97M-V/def2-TZVPD) for C2H6N4O2 in the gas phase.

## Properties
HOMO energy: -8.277 eV
Electronic energy: -12221.698 eV
F_max: 5.781 eV/Å
HOMO-LUMO gap: 8.886 eV
Structure (SMILES): N/N=C(\NN)C(=O)O
Relative energy (zero: lowest compared OMol25 entry of this formula, charge and spin): 478.0 kJ/mol

XYZ file:
```
14
Properties=species:S:1:pos:R:3:mulliken_charge:R:1
N 1.95 -1.00 -0.10 -0.47
N 0.56 -1.40 -0.41 -0.42
C 0.03 -0.30 -0.14 0.52
N 0.63 0.92 0.01 -0.26
N -0.02 2.07 0.17 -0.82
C -1.50 -0.42 -0.18 0.50
O -2.24 0.44 -0.48 -0.51
O -1.81 -1.56 0.45 -0.46
H 2.64 -1.81 0.03 0.24
H 2.10 -0.32 0.62 0.27
H 1.76 1.05 -0.46 0.41
H -0.69 2.11 -0.81 0.31
H -0.61 2.05 1.19 0.29
H -2.82 -1.84 0.10 0.40
```

No. 2
Density functional theory data (ωB97M-V/def2-TZVPD) for C2H6N4O2 as an isolated structure.

## Properties
HOMO energy: -8.593 eV
Electronic energy: -12216.745 eV
F_max: 8.779 eV/Å
HOMO-LUMO gap: 8.096 eV
Relative energy (zero: lowest compared OMol25 entry of this formula, charge and spin): 955.9 kJ/mol

XYZ file:
```
14
Properties=species:S:1:pos:R:3:mulliken_charge:R:1
C 0.40 -0.33 0.04 0.55
C -0.96 1.33 -0.72 0.55
H 1.11 -2.39 1.88 0.28
H 1.59 -2.63 -0.18 0.36
H 2.34 0.41 1.10 0.34
H -0.55 -1.58 -1.63 0.31
H -2.18 2.29 1.15 0.38
H -2.62 2.50 -0.69 0.32
N 1.92 -1.96 0.84 -0.61
N 1.38 -0.46 1.00 -0.32
N 0.00 -1.48 -0.53 -0.68
N -1.68 2.40 -0.18 -0.59
O 0.08 1.06 -0.04 -0.29
O -0.81 0.83 -2.03 -0.59
```

No. 3
Density functional theory data (ωB97M-V/def2-TZVPD) for a 2-piece molecular cluster, C2H6N4O2 overall.

## Properties
HOMO energy: -8.311 eV
Electronic energy: -12223.656 eV
F_max: 3.938 eV/Å
HOMO-LUMO gap: 8.793 eV
Structure (SMILES): NC(N)=O.N=C=NO
Relative energy (zero: lowest compared OMol25 entry of this formula, charge and spin): 289.1 kJ/mol

XYZ file:
```
14
Properties=species:S:1:pos:R:3:mulliken_charge:R:1
N 1.05 -0.28 2.34 -0.45
C 0.97 0.14 1.03 0.61
N 0.68 -0.90 0.09 -0.44
O 1.29 1.28 0.75 -0.65
H 1.22 0.44 3.02 0.25
H 0.55 -1.09 2.68 0.21
H 0.84 -1.85 0.39 0.20
H 0.97 -0.76 -0.87 0.28
N -2.56 -0.71 -1.70 -0.49
C -1.51 -0.13 -1.45 0.40
N -0.98 0.91 -1.01 -0.27
O -0.06 1.69 -1.67 -0.32
H -2.98 -0.81 -2.61 0.28
H 0.55 2.07 -0.99 0.39
```

No. 4
Density functional theory data (ωB97M-V/def2-TZVPD) for C2H6N4O2S2 in the gas phase.

## Properties
HOMO energy: -8.684 eV
Electronic energy: -33894.318 eV
F_max: 5.614 eV/Å
HOMO-LUMO gap: 8.944 eV
Structure (SMILES): C=NN(C(N)=S)S(N)(=O)=O
Relative energy (zero: lowest compared OMol25 entry of this formula, charge and spin): 0.0 kJ/mol

XYZ file:
```
16
Properties=species:S:1:pos:R:3:mulliken_charge:R:1
C -1.66 0.48 -1.61 -0.34
N -1.18 -0.14 -0.59 -0.75
N 0.13 0.13 -0.15 0.30
C 0.63 1.42 -0.15 0.41
N 1.97 1.43 0.01 -0.38
S -0.27 2.77 -0.24 -0.37
S 0.48 -1.53 0.59 1.20
N -0.66 -1.75 1.67 -0.47
O 0.27 -2.37 -0.54 -0.58
O 1.70 -1.40 1.32 -0.59
H -1.34 1.27 -2.19 0.36
H -2.74 0.03 -1.78 0.20
H 2.45 0.63 -0.32 0.20
H 2.35 2.28 -0.13 0.23
H -1.69 -1.97 1.49 0.28
H -0.45 -1.27 2.62 0.29
```

No. 5
Density functional theory data (ωB97M-V/def2-TZVPD) for an isolated ion of composition C2H6N4O3P and charge +1.

## Properties
HOMO energy: -13.982 eV
Electronic energy: -23551.866 eV
Net charge: +1
F_max: 8.658 eV/Å
HOMO-LUMO gap: 8.155 eV
Structure (SMILES): O=P(O)(O)Cc1nn[nH][nH+]1
Relative energy (zero: lowest compared OMol25 entry of this formula, charge and spin): 441.3 kJ/mol

XYZ file:
```
16
Properties=species:S:1:pos:R:3:mulliken_charge:R:1
O 1.57 -0.93 1.31 -0.65
P 1.84 0.01 0.02 0.96
O 3.40 0.77 0.14 -0.51
O 1.67 -1.07 -1.37 -0.52
C 0.37 1.28 0.04 -0.61
C -0.97 0.36 -0.37 0.37
N -1.31 -0.28 -1.70 -0.08
N -2.51 -0.94 -1.35 -0.15
N -2.87 -0.75 0.00 0.14
N -1.99 0.05 0.71 -0.06
H 3.78 0.48 1.04 0.39
H 1.93 -2.00 -1.08 0.37
H 0.55 2.16 -0.71 0.39
H 0.19 1.67 1.15 0.33
H -3.71 -1.17 0.47 0.30
H -1.95 0.36 1.70 0.33
```

No. 6
Density functional theory data (ωB97M-V/def2-TZVPD) for C2H6N4S as an isolated structure.

## Properties
HOMO energy (spin up / spin down): -8.795 / -8.795 eV
Electronic energy: -18961.833 eV
F_max: 5.639 eV/Å
HOMO-LUMO gap (spin up / spin down): 7.880 / 7.879 eV
Relative energy (zero: lowest compared OMol25 entry of this formula, charge and spin): 502.9 kJ/mol

XYZ file:
```
13
Properties=species:S:1:pos:R:3:mulliken_charge:R:1
C 1.76 -0.85 -0.06 -0.88
C 0.62 -0.54 -1.05 -0.49
N -2.87 0.57 1.37 -0.40
N -0.66 -0.52 -0.33 -0.44
N -0.85 0.60 0.15 0.78
N -2.05 1.17 0.57 -0.31
S 0.16 1.89 0.39 -0.24
H 2.72 -0.55 -0.48 0.31
H 1.73 -0.18 0.78 0.30
H 1.90 -1.95 0.30 0.28
H 0.50 -1.35 -1.70 0.33
H 0.61 0.41 -1.45 0.47
H -3.57 1.29 1.50 0.30
```

No. 7
Density functional theory data (ωB97M-V/def2-TZVPD) for C2H6N4S as an isolated structure.

## Properties
HOMO energy: -9.268 eV
Electronic energy: -18964.507 eV
F_max: 5.643 eV/Å
HOMO-LUMO gap: 9.290 eV
Relative energy (zero: lowest compared OMol25 entry of this formula, charge and spin): 244.9 kJ/mol

XYZ file:
```
13
Properties=species:S:1:pos:R:3:mulliken_charge:R:1
C -0.59 -0.13 -1.18 0.53
C 0.87 0.20 1.25 0.31
H -2.51 -0.47 -2.49 0.33
H -1.87 1.18 -1.64 0.28
H -0.10 -1.86 -1.97 0.19
H 1.61 0.50 2.94 0.32
H 0.89 2.03 2.35 0.29
H 1.25 -1.35 0.19 0.45
N -1.55 0.31 -2.16 -0.59
N 0.04 -1.29 -1.08 -0.62
N 0.80 0.88 2.41 -0.52
N 1.66 -0.79 1.07 -0.70
S -0.51 0.80 0.30 -0.27
```

No. 8
Density functional theory data (ωB97M-V/def2-TZVPD) for C2H6N4S as an isolated structure.

## Properties
HOMO energy (spin up / spin down): -6.380 / -6.381 eV
Electronic energy: -18960.963 eV
F_max: 4.929 eV/Å
HOMO-LUMO gap (spin up / spin down): 6.682 / 6.684 eV
Relative energy (zero: lowest compared OMol25 entry of this formula, charge and spin): 586.9 kJ/mol

XYZ file:
```
13
Properties=species:S:1:pos:R:3:mulliken_charge:R:1
C -0.46 -0.24 -0.96 -0.40
C 1.04 -0.28 -0.63 -0.74
N 0.44 1.28 1.49 0.00
N -0.71 1.41 1.21 -0.46
N -1.20 -1.15 -0.17 -0.06
N -0.65 -1.38 1.00 -0.39
S 0.86 -0.93 1.07 0.16
H -0.74 0.94 -0.80 0.24
H -0.50 -0.47 -2.05 0.34
H 1.52 -0.93 -1.22 0.44
H 1.48 0.62 -0.62 0.40
H 1.10 2.08 1.82 0.19
H -2.18 -0.95 -0.15 0.29
```

No. 9
Density functional theory data (ωB97M-V/def2-TZVPD) for a 2-piece molecular cluster, C2H6N4S2 overall.

## Properties
HOMO energy: -8.485 eV
Electronic energy: -29795.138 eV
F_max: 12.506 eV/Å
HOMO-LUMO gap: 8.102 eV
Relative energy (zero: lowest compared OMol25 entry of this formula, charge and spin): 716.6 kJ/mol

XYZ file:
```
14
Properties=species:S:1:pos:R:3:mulliken_charge:R:1
C 1.97 -0.69 -0.53 0.05
C -1.27 -0.39 0.10 0.25
H 2.39 2.63 0.21 0.18
H 2.70 -1.36 -1.35 0.25
H 0.93 -2.30 0.62 0.29
H 0.18 -0.13 1.50 0.18
H -1.43 -1.15 -0.84 0.30
H -3.86 2.26 -0.13 0.15
N 2.39 0.51 -0.54 -0.33
N 0.87 -1.36 0.03 -0.31
N 0.03 -0.48 0.71 -0.18
N -2.29 0.34 0.57 -0.48
S 1.21 1.74 0.06 -0.20
S -3.83 0.40 -0.41 -0.16
```

No. 10
Density functional theory data (ωB97M-V/def2-TZVPD) for a 5-piece molecular cluster, C2H6N6 overall.

## Properties
HOMO energy: -8.260 eV
Electronic energy: -11098.409 eV
F_max: 13.729 eV/Å
HOMO-LUMO gap: 7.650 eV
Relative energy (zero: lowest compared OMol25 entry of this formula, charge and spin): 1147.2 kJ/mol

XYZ file:
```
14
Properties=species:S:1:pos:R:3:mulliken_charge:R:1
C -1.07 1.30 0.35 -0.55
C 0.48 -0.30 -0.41 0.30
H -0.05 0.75 1.38 0.30
H -0.90 2.79 -0.24 0.26
H -2.73 1.13 0.85 0.22
H -2.88 -0.75 -0.71 0.40
H 3.39 0.20 0.38 0.24
H 2.54 -1.29 0.09 0.29
N -0.83 0.33 -0.89 -0.10
N -1.51 -0.84 -0.35 0.07
N -0.94 -1.82 0.01 -0.52
N 0.29 -1.62 0.12 -0.17
N 1.51 0.44 -0.37 -0.29
N 2.72 -0.34 -0.20 -0.43
```

No. 11
Density functional theory data (ωB97M-V/def2-TZVPD) for an isolated ion of composition C2H6NO and charge -1.

## Properties
HOMO energy: -2.111 eV
Electronic energy: -5707.577 eV
Net charge: -1
F_max: 3.247 eV/Å
HOMO-LUMO gap: 6.891 eV
Structure (SMILES): CNC[O-]
Relative energy (zero: lowest compared OMol25 entry of this formula, charge and spin): 73.4 kJ/mol

XYZ file:
```
10
Properties=species:S:1:pos:R:3:mulliken_charge:R:1
C 0.77 0.44 0.72 -0.90
N -0.16 0.74 -0.41 -0.56
C -0.90 -0.56 -0.55 -0.28
O 0.00 -1.62 -0.76 -0.91
H 1.57 -0.21 0.40 0.29
H 1.05 1.37 1.20 0.34
H 0.27 0.03 1.55 0.32
H 0.48 0.97 -1.26 0.25
H -1.41 -0.76 0.44 0.20
H -1.67 -0.41 -1.33 0.24
```

No. 12
Density functional theory data (ωB97M-V/def2-TZVPD) for a 2-piece molecular cluster, C2H6NO overall.

## Properties
HOMO energy: -13.353 eV
Electronic energy: -5698.457 eV
Net charge: +1
F_max: 6.768 eV/Å
HOMO-LUMO gap: 8.522 eV
Relative energy (zero: lowest compared OMol25 entry of this formula, charge and spin): 292.1 kJ/mol

XYZ file:
```
10
Properties=species:S:1:pos:R:3:mulliken_charge:R:1
C -1.99 0.81 0.23 1.05
C -0.88 1.54 0.11 -0.90
N 1.24 -1.30 -0.11 -0.53
O -2.84 -0.09 0.16 -0.38
H 0.13 1.51 -0.09 0.04
H 1.02 -0.26 0.18 0.25
H -0.77 2.67 -0.03 0.25
H 0.84 -1.85 0.75 0.43
H 2.31 -1.17 -0.31 0.43
H 0.93 -1.85 -0.91 0.37
```

No. 13
Density functional theory data (ωB97M-V/def2-TZVPD) for an isolated ion of composition C2H6NO and charge +1.

## Properties
HOMO energy: -16.320 eV
Electronic energy: -5699.652 eV
Net charge: +1
F_max: 3.402 eV/Å
HOMO-LUMO gap: 12.185 eV
Structure (SMILES): [NH3+][C@H]1CO1
Relative energy (zero: lowest compared OMol25 entry of this formula, charge and spin): 176.9 kJ/mol

XYZ file:
```
10
Properties=species:S:1:pos:R:3:mulliken_charge:R:1
N 0.57 0.95 0.23 -0.42
C 0.29 -0.36 -0.53 0.16
C -0.93 -1.12 -0.26 -0.37
O -0.53 -0.35 -1.61 -0.34
H 1.48 1.29 -0.15 0.37
H 0.51 0.83 1.28 0.38
H -0.27 1.63 0.05 0.40
H 1.36 -0.63 -0.71 0.30
H -1.01 -2.17 -0.42 0.28
H -1.73 -0.51 0.16 0.24
```

No. 14
Density functional theory data (ωB97M-V/def2-TZVPD) for a 2-piece molecular cluster, C2H6NO2 overall.

## Properties
HOMO energy: -3.608 eV
Electronic energy: -7756.321 eV
Net charge: -1
F_max: 3.259 eV/Å
HOMO-LUMO gap: 7.886 eV
Relative energy (zero: lowest compared OMol25 entry of this formula, charge and spin): 187.7 kJ/mol

XYZ file:
```
11
Properties=species:S:1:pos:R:3:mulliken_charge:R:1
C -1.37 -0.60 -1.87 -0.52
O -1.41 -0.81 -0.45 -0.52
H -0.47 -0.12 -2.12 0.25
H -2.16 0.04 -2.22 0.21
H -1.55 -1.60 -2.33 0.16
C 1.28 0.74 0.98 0.00
N -0.08 0.81 1.26 -0.76
O 2.00 -0.21 0.52 -0.67
H 1.59 1.77 1.00 0.25
H -0.80 -0.16 -0.04 0.45
H -0.16 1.73 1.67 0.15
```

No. 15
Density functional theory data (ωB97M-V/def2-TZVPD) for a 2-piece molecular cluster, C2H6NO2 overall.

## Properties
HOMO energy: -3.853 eV
Electronic energy: -7756.139 eV
Net charge: -1
F_max: 4.968 eV/Å
HOMO-LUMO gap: 8.208 eV
Relative energy (zero: lowest compared OMol25 entry of this formula, charge and spin): 205.3 kJ/mol

XYZ file:
```
11
Properties=species:S:1:pos:R:3:mulliken_charge:R:1
C -0.95 -0.83 1.58 -0.52
O 0.53 -1.00 1.37 -0.66
H -1.19 0.16 1.20 0.27
H -1.60 -1.68 1.08 0.14
H -1.03 -0.86 2.63 0.20
C 0.41 0.94 -1.95 -0.08
N 0.77 0.54 -0.64 -0.58
O 1.14 1.11 -2.97 -0.66
H -0.63 1.37 -2.14 0.27
H 0.81 -0.44 0.50 0.52
H 1.74 0.70 -0.66 0.11
```

No. 16
Density functional theory data (ωB97M-V/def2-TZVPD) for C2H6NO2P in the gas phase.

## Properties
HOMO energy: -8.687 eV
Electronic energy: -17044.511 eV
F_max: 5.841 eV/Å
HOMO-LUMO gap: 9.497 eV
Structure (SMILES): C=C[NH2+]P([O-])O
Relative energy (zero: lowest compared OMol25 entry of this formula, charge and spin): 121.2 kJ/mol

XYZ file:
```
12
Properties=species:S:1:pos:R:3:mulliken_charge:R:1
C 0.34 0.65 -0.99 -0.66
C 0.43 -0.44 -0.20 -0.15
N 0.45 -0.39 1.26 -0.44
P -1.67 -0.56 1.64 0.23
O -2.08 -1.90 1.25 -0.51
O -2.00 0.41 0.42 -0.36
H 0.35 1.65 -0.54 0.18
H 0.29 0.56 -1.97 0.38
H 0.17 -1.47 -0.41 0.37
H 0.35 0.64 1.60 0.34
H 1.29 -0.87 1.64 0.28
H -2.39 -0.01 -0.42 0.35
```

No. 17
Density functional theory data (ωB97M-V/def2-TZVPD) for an isolated ion of composition C2H6NO2S and charge -1.

## Properties
HOMO energy: -3.351 eV
Electronic energy: -18591.203 eV
Net charge: -1
F_max: 3.857 eV/Å
HOMO-LUMO gap: 7.541 eV
Structure (SMILES): CN=[S@@](C)(=O)[O-]
Relative energy (zero: lowest compared OMol25 entry of this formula, charge and spin): 292.8 kJ/mol

XYZ file:
```
12
Properties=species:S:1:pos:R:3:mulliken_charge:R:1
C 0.82 1.29 -1.14 -0.80
N 1.31 0.29 -0.24 -0.57
S 0.79 0.30 1.31 1.01
C -0.62 -0.98 1.45 -0.90
O 1.81 -0.19 2.24 -0.68
O 0.18 1.61 1.61 -0.70
H -0.29 1.38 -1.30 0.23
H 1.29 1.30 -2.16 0.28
H 0.89 2.27 -0.76 0.31
H -0.36 -1.75 0.78 0.29
H -0.50 -1.40 2.55 0.24
H -1.63 -0.62 1.35 0.30
```

No. 18
Density functional theory data (ωB97M-V/def2-TZVPD) for a 2-piece molecular cluster, C2H6NO2S2 overall.

## Properties
HOMO energy: -3.973 eV
Electronic energy: -29427.382 eV
Net charge: -1
F_max: 5.212 eV/Å
HOMO-LUMO gap: 7.668 eV
Relative energy (zero: lowest compared OMol25 entry of this formula, charge and spin): 236.4 kJ/mol

XYZ file:
```
13
Properties=species:S:1:pos:R:3:mulliken_charge:R:1
C 1.51 0.77 1.71 -1.03
C 0.86 0.43 0.39 0.17
N 1.54 -0.40 -0.29 -0.66
O -2.67 -0.43 -0.12 -0.56
O -1.89 1.14 -1.86 -0.58
S -1.33 -1.75 -2.38 -0.50
S -2.66 -0.13 -1.55 0.50
H 0.84 0.66 2.54 0.27
H 2.32 0.18 1.72 0.36
H 1.78 1.89 1.79 0.21
H -1.39 -2.22 -1.09 0.14
H -0.06 0.81 0.14 0.37
H 1.17 -0.96 -1.01 0.29
```

No. 19
Density functional theory data (ωB97M-V/def2-TZVPD) for an isolated ion of composition C2H6NO3S and charge +1.

## Properties
HOMO energy: -16.254 eV
Electronic energy: -20625.808 eV
Net charge: +1
F_max: 5.094 eV/Å
HOMO-LUMO gap: 11.620 eV
Relative energy (zero: lowest compared OMol25 entry of this formula, charge and spin): 332.6 kJ/mol

XYZ file:
```
13
Properties=species:S:1:pos:R:3:mulliken_charge:R:1
C -1.30 -0.23 1.29 -0.90
C 0.63 -1.38 -0.18 -1.02
N 0.87 2.02 -1.24 1.23
O 0.77 2.32 -2.33 -0.37
O -0.20 0.77 -1.06 -0.41
O 1.39 2.18 -0.22 -0.43
S 0.16 0.24 0.38 0.61
H -2.20 -0.16 0.69 0.38
H -1.36 0.31 2.28 0.33
H -1.28 -1.28 1.38 0.38
H -0.14 -1.73 -0.74 0.44
H 1.20 -1.96 0.60 0.40
H 1.46 -1.10 -0.84 0.37
```

No. 20
Density functional theory data (ωB97M-V/def2-TZVPD) for a 3-piece molecular cluster, C2H6NO4 overall.

## Properties
HOMO energy: -16.621 eV
Electronic energy: -11845.988 eV
Net charge: +1
F_max: 1.660 eV/Å
HOMO-LUMO gap: 13.105 eV
Relative energy (zero: lowest compared OMol25 entry of this formula, charge and spin): 0.0 kJ/mol

XYZ file:
```
13
Properties=species:S:1:pos:R:3:mulliken_charge:R:1
C -0.02 0.78 2.75 0.63
C 0.11 1.06 -1.28 0.23
N 1.18 0.32 -1.28 -0.20
O -0.02 1.28 3.77 -0.29
O -1.03 0.67 -0.92 -0.38
O -0.67 -1.79 -0.20 -0.62
O 0.00 0.28 1.71 -0.38
H 0.18 2.09 -1.62 0.39
H 2.08 0.68 -1.57 0.25
H -0.72 -1.91 0.76 0.33
H 1.13 -0.64 -0.95 0.24
H -1.04 -0.31 -0.59 0.48
H -1.19 -2.50 -0.59 0.32
```